C35H33GeN7S5Zr | wB97M-V/def2-TZVPD

The geometry in XYZ format:
```
82
C35H33GeN7S5Zr (wB97M-V/def2-TZVPD)
H -0.876 -1.290 2.998
H 2.879 -0.063 -0.546
S -0.551 -2.639 1.100
C -2.693 -3.794 2.300
N -1.971 3.069 -3.116
H -2.129 5.979 1.877
C 3.406 0.277 2.909
H 3.485 2.028 0.925
H -4.365 4.633 -3.067
C -0.434 5.618 0.610
H 4.248 0.957 2.970
C 1.217 -1.299 2.714
C -1.106 2.153 -2.649
H 2.188 2.613 1.951
N 0.849 0.769 -2.889
C -3.029 3.142 -2.227
C -0.229 -2.432 -2.835
C 3.309 -0.814 3.746
C -0.804 2.892 1.312
N -0.174 -1.687 -1.929
C -4.820 2.806 -0.220
C -4.038 -3.987 2.547
H 4.765 -3.860 -1.849
C 2.464 1.833 1.246
H 4.088 -1.031 4.469
H 5.528 -2.789 0.680
H -0.096 -2.812 3.449
N 1.173 -3.664 -5.722
H 4.639 -2.186 -2.431
C -4.964 -3.229 1.832
C -4.550 -2.307 0.888
N 1.364 -0.304 1.829
H 2.003 -3.899 1.406
C 4.714 -2.085 0.888
C 2.174 -1.599 3.666
H -4.362 -4.719 3.277
H -1.896 3.553 -3.991
H 3.322 -3.342 -2.748
H 4.421 -2.197 1.937
Zr -0.025 -0.269 -0.366
C -2.738 2.222 -1.227
H 2.595 -0.260 -3.492
C -5.077 3.745 -1.235
C -3.186 -2.087 0.619
C 0.241 3.307 0.474
H -2.450 3.612 2.471
C 0.554 2.355 -4.535
H 1.472 -4.331 -0.233
H -5.549 2.673 0.571
H -6.025 -3.371 2.010
H 2.015 -2.433 4.338
H 5.093 -1.067 0.739
H -1.950 -4.391 2.824
H 1.237 4.914 -0.549
C -1.452 5.233 1.477
C -0.101 -2.002 2.728
H 3.051 -4.882 0.366
S 1.961 1.538 -5.030
S -1.123 1.216 1.709
C 1.857 0.519 -3.669
H -0.303 6.657 0.332
N -0.335 -3.249 -3.785
H 2.142 -0.978 -1.823
H -5.994 4.323 -1.213
C 4.073 -3.026 -2.013
S 1.382 2.119 -0.178
C 0.420 4.647 0.115
C 0.102 1.802 -3.384
C 2.180 -0.883 -0.747
H -5.276 -1.732 0.325
C -3.673 2.040 -0.201
H 0.147 3.179 -5.108
Ge 3.238 -2.479 -0.334
N -1.475 1.623 -1.507
C -4.182 3.926 -2.265
S -2.699 -0.971 -0.622
H -3.495 1.322 0.579
C -2.286 -2.843 1.362
C 0.495 -3.447 -4.806
C 2.336 -4.053 0.375
C 2.403 0.515 1.979
C -1.633 3.903 1.820
```

The calculation puts the total energy at -159237.187 eV. For the maximum force, the calculation gives 1.26 eV Å⁻¹. Its relative energy (zero: lowest compared OMol25 entry of this formula, charge and spin) is 19.5 kcal per mole. For the LUMO energy, the calculation gives -0.22 eV. The calculation puts the HOMO energy at -0.256 Ha. For the HOMO-LUMO gap, the calculation gives 6.73 eV. As for the multiplicity: 1.

C35H33IN4PdS | wB97M-V/def2-TZVPD

The geometry in XYZ format:
```
75
C35H33IN4PdS (wB97M-V/def2-TZVPD)
H 5.293 -1.746 -0.056
H -6.995 -0.854 -5.092
C 2.567 2.913 3.334
C 1.335 3.415 -1.093
H 3.527 1.146 4.083
H -2.324 -2.240 -4.278
H -1.278 1.123 3.907
C -6.278 -3.083 -2.644
H 3.827 -2.132 2.001
C 0.572 6.105 -1.551
H 1.379 4.496 2.502
H -1.312 5.279 -2.229
C -7.031 -2.324 -3.529
H 1.851 -4.374 -0.315
C -2.248 -2.535 3.096
H -8.107 -2.430 -3.549
H 2.873 -4.106 -1.740
C 2.870 -4.185 -0.653
H 5.507 -3.491 -0.220
C 1.742 2.076 -0.819
C 4.878 -2.649 -0.504
C -6.407 -1.438 -4.397
C 1.820 5.818 -1.082
C -4.896 -2.961 -2.624
H 0.268 7.127 -1.728
C 2.714 1.540 3.488
H -0.225 2.961 1.416
Pd 0.568 0.476 -1.274
C 3.421 -3.028 1.533
C -0.246 0.274 1.564
N -2.852 -1.926 -3.476
H 4.904 -2.552 -1.589
N -2.790 -0.833 -1.454
H 3.490 -5.034 -0.369
N -0.571 0.054 0.367
H -4.530 -0.610 -5.047
H -6.764 -3.785 -1.980
H -2.504 -3.565 2.884
H -2.244 -0.589 -0.639
C -2.364 -0.612 4.546
H 3.270 3.585 3.806
C 3.453 -2.923 0.000
H 4.894 2.687 0.264
H -4.295 -3.572 -1.963
H 2.408 -3.198 1.899
C 3.000 1.846 -0.324
H -1.076 -2.290 1.312
C 3.904 2.909 -0.110
C 2.233 4.485 -0.839
C 2.606 -1.785 -0.388
C -2.157 -1.378 -2.489
C -5.028 -1.298 -4.375
S -0.435 -1.410 -2.590
H -3.796 -0.908 -1.380
C 1.508 3.426 2.597
C -1.453 -1.823 2.212
H 3.329 0.852 -0.071
N 1.948 -0.898 -0.686
C -1.108 -0.505 2.509
H 4.037 -3.876 1.830
C 0.765 1.195 2.139
C 1.797 0.675 2.910
C 0.608 2.568 1.986
C -0.330 5.058 -1.833
H 1.872 -0.394 3.068
H 4.214 5.015 -0.173
C -4.285 -2.062 -3.488
C -2.708 -1.928 4.257
H -3.329 -2.486 4.946
C -1.560 0.104 3.677
H -2.716 -0.147 5.457
C 3.529 4.196 -0.352
H 2.524 6.618 -0.888
I -1.142 2.160 -2.106
C 0.080 3.780 -1.606
```

The calculation puts the total energy at -65192.186 eV. For the maximum force, the calculation gives 0.17 eV Å⁻¹. Its total charge is +2. Its relative energy (zero: lowest compared OMol25 entry of this formula, charge and spin) is 0.0 kcal per mole. For the LUMO energy (alpha / beta), the calculation gives -7.82 / -7.84 eV. The calculation puts the HOMO energy (alpha / beta) at -0.494 / -0.494 Ha. For the HOMO-LUMO gap (alpha / beta), the calculation gives 5.63 / 5.61 eV. As for the multiplicity: 1.

C35H33N8O7PS2Sr | wB97M-V/def2-TZVPD

The geometry in XYZ format:
```
87
C35H33N8O7PS2Sr (wB97M-V/def2-TZVPD)
C -0.410 3.936 -3.017
C -3.134 -0.147 -1.137
H -1.550 0.003 -5.512
H -1.262 1.633 -3.689
H 2.368 -0.314 -2.514
C -1.277 3.528 -0.794
C 4.015 3.343 -3.763
C 4.850 3.840 -2.772
H -4.533 0.272 0.443
H -3.881 -0.155 -1.950
C -0.686 -0.070 -4.861
H -2.684 0.080 1.793
C -2.966 -1.941 2.030
S 2.843 -0.224 0.757
O -0.932 1.855 3.946
C -0.527 0.849 -3.830
C 0.184 -2.717 4.862
Sr -0.031 -0.932 0.769
O 0.359 -1.700 8.811
C 0.259 -2.412 6.203
H -3.411 -2.576 -1.508
C -3.821 -0.522 0.186
N -1.297 2.861 0.403
H 0.117 -1.800 -5.843
O -0.458 0.634 2.148
C 4.477 3.736 -1.441
H -2.956 6.049 -2.356
C -0.374 3.201 -1.835
H 5.140 4.096 -0.665
H -3.969 -2.053 2.477
N 0.192 -0.787 8.006
H -0.517 2.288 0.693
H -1.894 -4.417 -1.120
C 0.147 -1.095 6.615
C 3.271 3.141 -1.102
C -2.233 5.255 -2.209
C -2.640 -3.207 1.221
H -4.410 -1.433 0.053
C 0.117 -1.685 3.836
N -1.411 -3.044 0.448
C 1.516 -0.245 -3.181
O 0.083 0.382 8.357
H 2.189 2.327 -4.205
H -3.472 -3.430 0.545
N 0.164 -4.114 4.513
H -0.263 0.930 6.005
C 1.353 -1.162 -4.206
H -1.341 5.499 -4.156
H 2.995 3.022 -0.061
P 0.853 1.856 -1.530
O -0.302 -4.466 3.442
H -0.483 -3.371 -1.370
C 2.420 2.649 -2.089
N 5.079 -4.547 -1.029
H -2.245 -1.866 2.843
N -2.010 -1.030 -1.400
H 2.072 -1.962 -4.322
H -2.742 0.867 -1.041
C -0.091 -0.083 5.669
C -0.133 -0.341 4.330
C -0.520 0.821 3.410
H -2.888 4.825 -0.216
N -2.832 -0.742 1.222
C -1.491 -3.403 -0.958
C 5.550 -1.674 0.707
H 5.799 4.289 -3.040
H 4.308 3.407 -4.804
H 0.369 -3.202 6.929
S 1.880 -2.592 -0.734
H -1.779 3.284 1.177
C 4.761 -3.552 -0.532
C 2.812 2.743 -3.424
H 0.304 3.705 -3.796
C -2.355 -2.406 -1.739
C -1.331 4.950 -3.223
H -0.657 -3.558 0.895
H -2.232 -2.604 -2.811
O 0.263 -1.961 2.624
C 4.451 -2.312 0.079
C 0.577 0.770 -2.981
O 0.570 -4.922 5.345
C 0.251 -1.078 -5.047
C 3.163 -1.759 0.053
H -2.562 -4.043 1.922
N 6.492 -1.203 1.184
C -2.203 4.564 -1.017
H -1.420 -0.632 -2.117
```

The calculation puts the total energy at -94880.524 eV. For the maximum force, the calculation gives 4.51 eV Å⁻¹. Its total charge is -2. Its relative energy (zero: lowest compared OMol25 entry of this formula, charge and spin) is 40.3 kcal per mole. For the LUMO energy, the calculation gives 3.74 eV. The calculation puts the HOMO energy at -0.077 Ha. For the HOMO-LUMO gap, the calculation gives 5.84 eV. As for the multiplicity: 1.

C35H34GeIrN2S | wB97M-V/def2-TZVPD

The geometry in XYZ format:
```
74
C35H34GeIrN2S (wB97M-V/def2-TZVPD)
H 3.835 6.077 -2.534
C 1.276 1.855 2.198
H -5.699 -0.439 0.673
C 1.776 -1.626 -0.456
H -0.321 -2.914 -5.746
H 5.902 4.963 -1.714
H -0.406 0.872 -2.160
H -2.470 -4.148 -5.974
H 1.695 -5.458 -0.361
H 3.510 1.740 -0.017
H -1.843 4.150 -1.254
H -2.659 2.810 3.575
H 1.997 -1.818 3.589
C -0.556 0.692 -1.077
C 2.482 3.310 -1.084
H -0.359 3.316 2.062
H -3.272 1.264 3.014
C 0.578 -2.271 -0.714
C 0.558 -0.308 3.073
C -2.553 -1.641 0.156
C -3.713 -0.900 -0.024
C 0.551 -3.659 -0.602
C -1.643 -2.006 -2.778
C 2.916 -3.692 0.047
C 1.744 -4.358 -0.363
H -3.624 -2.525 -2.142
H -1.517 -0.495 3.726
C -3.514 -2.543 2.175
C 2.506 4.545 -1.786
C -1.070 -2.847 -4.963
N -1.105 3.491 -0.987
C 4.828 3.313 -0.821
H 1.804 -0.538 -0.572
H -5.406 -1.784 2.809
C -2.486 2.006 2.852
Ir 0.485 1.438 0.208
C 3.625 2.660 -0.634
Ge -1.091 -1.303 -1.081
C 2.351 2.915 2.415
H 0.732 -2.391 2.533
C 4.937 4.506 -1.550
C -4.762 -0.983 0.867
C -2.291 -3.511 -5.102
H -1.562 -3.127 1.359
H 0.400 -2.140 4.192
H 2.100 3.841 1.900
C -4.656 -1.777 2.028
H -3.381 -3.191 3.051
C 0.195 3.780 -1.261
C -1.096 1.453 2.869
H 3.757 -1.705 0.257
C -0.760 -2.112 -3.852
C -2.880 -2.649 -2.932
C 2.911 -2.309 -0.050
H -4.210 -3.791 -4.113
H 5.730 2.919 -0.373
C 1.545 0.477 2.478
H -3.831 -0.260 -0.885
H 2.424 3.101 3.498
C -2.461 -2.470 1.262
C 0.944 -1.728 3.368
H 2.521 0.026 2.256
H 3.814 -4.216 0.422
H 0.180 -1.531 -3.820
H 3.319 2.565 2.042
C -0.768 0.161 3.259
S 0.874 5.159 -2.171
C 3.756 5.130 -2.010
H -1.394 2.516 -0.816
H -0.408 -4.201 -0.658
N 1.156 2.962 -0.826
C -3.206 -3.367 -4.051
C -0.107 2.249 2.194
H -2.635 2.468 1.904
```

The calculation puts the total energy at -109995.178 eV. For the maximum force, the calculation gives 5.87 eV Å⁻¹. Its total charge is +2. As for the expectation value of S²: 8.798. Its relative energy (zero: lowest compared OMol25 entry of this formula, charge and spin) is 0.0 kcal per mole. For the LUMO energy (alpha / beta), the calculation gives -5.57 / -10.26 eV. The calculation puts the HOMO energy (alpha / beta) at -0.439 / -0.497 Ha. For the HOMO-LUMO gap (alpha / beta), the calculation gives 6.36 / 3.25 eV. As for the multiplicity: 6.

C35H34IrN4O4 | wB97M-V/def2-TZVPD

The geometry in XYZ format:
```
78
C35H34IrN4O4 (wB97M-V/def2-TZVPD)
C -2.084 2.053 1.825
H 3.516 3.569 0.629
H 5.408 -4.736 0.000
H 1.818 -3.910 -1.530
C -1.661 -4.660 -0.048
H 2.516 -2.027 3.643
C -2.996 1.627 2.834
O -1.702 -1.221 2.564
N 0.184 0.038 2.520
C -2.199 1.585 0.525
H 3.348 -4.830 1.370
H -4.365 -1.732 -0.053
C 2.846 0.711 0.701
C -0.768 -5.685 -0.237
C -1.350 -3.336 -0.393
H 1.632 4.938 -0.721
C 1.087 0.532 3.401
C 0.843 -4.135 -1.119
C 5.930 0.326 -0.856
C 1.979 -2.938 3.384
C 5.071 -2.699 -0.576
C 4.771 -3.867 0.100
C -1.069 2.968 2.228
H -1.722 2.077 -0.302
H -3.010 0.917 0.296
C -1.569 3.095 5.880
H 1.176 -6.229 -0.980
H 1.076 -3.846 1.649
H 1.426 -0.409 5.311
H -4.122 -3.394 -0.622
H 1.082 -3.002 3.996
H -0.112 3.995 3.821
C -0.034 -3.030 -0.897
C -0.663 -0.532 4.664
H -3.813 0.982 2.546
C 0.483 -5.415 -0.806
H 0.934 -2.087 1.707
C 2.822 -2.795 1.037
C 2.594 3.191 0.236
H -1.023 -6.697 0.052
H 3.850 0.841 1.106
C -2.855 2.010 4.135
O 2.112 1.125 3.139
C 3.158 -1.583 0.408
C 0.628 2.975 -0.789
C -2.311 -2.268 -0.259
H 2.614 -3.794 3.609
H -3.565 1.697 4.890
O -2.043 -1.074 -0.439
C 0.653 0.200 4.838
H -2.624 -4.872 0.392
H 3.831 0.337 -1.337
C 1.606 -2.924 1.904
H 5.777 0.845 0.087
Ir -0.019 -0.172 0.244
H -0.394 3.349 1.480
H -3.826 -2.975 1.080
H -0.269 3.161 -1.357
C -0.820 -0.616 3.146
O 0.368 -1.855 -1.178
C 4.650 -0.380 -1.309
C -3.753 -2.625 0.053
H -1.508 0.012 5.087
H 5.934 -2.670 -1.232
C -0.909 3.326 3.534
N 2.353 -0.468 0.511
N 0.930 1.760 -0.322
H 0.563 1.127 5.403
C 3.631 -3.908 0.879
N -1.409 3.277 7.008
H 6.740 -0.389 -0.718
C 2.149 1.868 0.303
C 4.287 -1.562 -0.447
H 6.233 1.054 -1.605
C 1.626 3.893 -0.468
C -1.776 2.829 4.526
H 4.802 -0.745 -2.330
H -0.664 -1.538 5.085
```

The calculation puts the total energy at -53836.171 eV. For the maximum force, the calculation gives 1.48 eV Å⁻¹. Its total charge is -1. As for the expectation value of S²: 6.054. Its relative energy (zero: lowest compared OMol25 entry of this formula, charge and spin) is 29.0 kcal per mole. For the LUMO energy (alpha / beta), the calculation gives 2.66 / 0.99 eV. The calculation puts the HOMO energy (alpha / beta) at -0.162 / -0.177 Ha. For the HOMO-LUMO gap (alpha / beta), the calculation gives 7.06 / 5.81 eV. As for the multiplicity: 5.

C35H34N6PS2V | wB97M-V/def2-TZVPD

The geometry in XYZ format:
```
79
C35H34N6PS2V (wB97M-V/def2-TZVPD)
H 0.409 1.218 -3.259
C -3.250 3.686 -2.338
C 2.931 2.320 -1.235
H 1.223 -0.314 2.610
C 2.335 2.273 3.085
H 0.870 -5.112 1.824
C -2.194 4.535 -1.899
N -1.848 -2.485 -0.714
C -0.284 -2.048 -2.478
H -2.195 -3.857 -3.797
H -2.019 -1.678 2.908
H -1.224 0.001 -2.557
H -0.095 -3.491 0.308
H -2.772 -0.106 -2.159
C 2.366 1.841 -3.949
C -1.010 2.538 -1.225
C 1.647 1.871 -1.601
H 2.532 1.066 1.367
H 2.054 -4.239 5.153
H -3.743 0.788 -0.364
H -2.370 -3.519 1.577
C 1.099 -1.379 2.501
H -0.751 0.496 2.835
H 1.765 3.593 4.747
C -1.484 0.260 2.081
H -4.124 4.213 -2.762
C 0.505 -2.449 -3.505
N 0.417 -1.436 -1.431
C 0.218 3.534 1.706
H 2.211 -1.844 4.283
H 1.904 -5.637 4.051
H 0.037 4.778 3.426
H 2.432 -0.919 0.216
H -1.959 2.132 0.927
C -2.142 1.108 1.154
C -2.755 -3.391 -0.406
C 0.591 3.985 2.984
C -2.181 -0.949 2.102
P 0.313 1.663 -0.374
C 0.387 -3.105 1.195
H 3.591 -0.778 -1.073
H 4.800 3.131 -2.018
C -3.240 -0.865 1.185
V -1.062 -0.634 0.089
C -1.998 1.747 -1.846
C 0.906 -4.048 2.042
C 1.571 3.304 3.718
C -1.602 -2.546 -2.083
N 2.660 -1.058 -0.754
H 3.317 -4.526 3.966
C 1.702 -1.435 -1.655
H 3.107 2.762 -0.286
C 3.579 2.331 -3.560
C 1.641 -2.288 3.454
H -0.376 4.591 -0.860
H -0.632 3.962 1.258
C -3.139 2.304 -2.402
H -2.267 5.597 -2.116
C 1.418 1.595 -2.975
C 3.833 2.625 -2.211
H 0.205 -2.899 -4.422
H -3.769 -4.486 1.018
N -1.876 0.247 -1.845
N -3.081 -3.738 0.843
H -3.916 1.643 -2.845
S 2.168 -2.037 -3.229
C 1.511 -3.644 3.214
C -1.102 3.922 -1.324
C 0.908 2.464 1.122
C -2.342 -3.434 -2.791
C 1.962 1.867 1.813
S -3.336 -4.329 -1.727
H -4.073 -1.551 1.033
H 3.198 1.838 3.613
H 2.103 1.682 -5.029
N 0.410 -1.750 1.382
C -3.148 0.386 0.489
H 4.288 2.723 -4.334
C 2.232 -4.614 4.161
```

The calculation puts the total energy at -102411.054 eV. For the maximum force, the calculation gives 2.61 eV Å⁻¹. Its total charge is +3. As for the expectation value of S²: 0.850. For the LUMO energy (alpha / beta), the calculation gives -9.59 / -9.01 eV. The calculation puts the HOMO energy (alpha / beta) at -0.589 / -0.589 Ha. For the HOMO-LUMO gap (alpha / beta), the calculation gives 6.45 / 7.02 eV. As for the multiplicity: 2.